{
  "formula": "C25H41Br21FN6O2",
  "method": "wB97M-V/def2-TZVPD",
  "species": ["C", "C", "C", "C", "C", "C", "C", "C", "C", "N", "C", "N", "C", "C", "C", "N", "O", "N", "C", "C", "C", "O", "N", "N", "C", "C", "F", "H", "H", "H", "H", "H", "H", "H", "H", "H", "H", "H", "H", "H", "H", "H", "H", "H", "H", "H", "H", "H", "H", "H", "H", "H", "H", "H", "H", "H", "H", "H", "H", "H", "H", "C", "Br", "Br", "Br", "H", "C", "Br", "Br", "Br", "H", "C", "Br", "Br", "Br", "H", "C", "Br", "Br", "Br", "H", "C", "Br", "Br", "Br", "H", "C", "Br", "Br", "Br", "H", "C", "Br", "Br", "Br", "H"],
  "coordinates": [[6.102111, -3.943062, -0.472703], [6.516668, -2.469543, -0.627787], [5.408065, -1.454935, -0.249847], [5.315380, -0.326471, -1.269480], [4.303305, 0.781183, -0.899912], [3.262742, 0.975031, -2.005530], [1.943648, 1.637442, -1.635130], [1.120851, 0.879755, -0.573134], [-0.183451, 0.296602, -1.006707], [-1.319108, 0.601134, -0.380797], [-2.290798, -0.111899, -0.975411], [-3.563643, -0.138801, -0.597025], [-4.556462, -0.927052, -1.314281], [-5.033014, -2.201029, -0.573807], [-6.428571, -2.557097, -1.012500], [-6.537124, -3.073473, -2.344599], [-7.367387, -2.417065, -0.273419], [-3.855753, 0.627891, 0.564944], [-5.292683, 0.880547, 0.740327], [-3.291407, 0.001023, 1.736732], [-2.902124, 0.936729, 2.838568], [-3.106104, -1.187809, 1.786859], [-1.765236, -0.843023, -1.986164], [-0.410446, -0.602365, -1.997005], [0.426255, -1.326529, -2.950846], [1.358445, -2.335803, -2.290549], [1.082634, -0.432338, -3.742480], [6.906175, -4.550780, -0.059949], [5.224558, -4.061054, 0.162995], [5.858673, -4.378857, -1.443583], [7.400175, -2.282797, -0.017717], [6.824906, -2.305341, -1.662114], [4.468870, -2.012453, -0.200572], [5.647763, -1.052851, 0.735807], [6.312445, 0.092479, -1.423124], [5.020028, -0.768571, -2.226376], [4.855745, 1.707484, -0.756357], [3.842768, 0.547381, 0.065244], [3.066763, -0.009335, -2.430033], [3.733097, 1.547813, -2.810844], [1.377643, 1.768434, -2.555600], [2.144390, 2.627075, -1.224347], [0.836431, 1.570718, 0.211744], [1.697261, 0.081137, -0.096143], [-4.136061, -1.258266, -2.261705], [-5.396797, -0.288861, -1.589330], [-4.366277, -3.013751, -0.876493], [-5.018066, -2.083843, 0.502599], [-7.051582, -3.947647, -2.298131], [-7.092659, -2.440915, -2.911709], [-5.712869, 1.325574, -0.157127], [-5.858877, -0.010961, 1.020411], [-5.391970, 1.605917, 1.543791], [-3.383225, 0.640011, 3.766356], [-1.828405, 0.790601, 2.978680], [-3.058515, 1.987411, 2.620211], [-2.180255, -1.505303, -2.617021], [-0.281465, -1.862825, -3.588014], [1.345573, -3.272517, -2.841255], [2.375988, -1.962512, -2.206450], [0.999914, -2.554226, -1.283943], [5.579313, 4.865093, -3.373376], [3.933139, 5.563199, -2.645455], [6.595800, 6.248938, -4.224235], [6.614810, 3.943583, -2.041389], [5.310536, 4.145055, -4.132299], [3.316320, 3.448649, 2.649102], [2.286914, 1.818310, 2.519610], [3.503298, 4.353658, 0.960442], [2.574413, 4.623024, 3.972844], [4.302578, 3.162917, 2.981919], [-5.394369, 5.028387, 1.522652], [-5.111336, 3.846936, 3.017660], [-4.655853, 4.265173, -0.078318], [-7.240105, 5.504015, 1.312029], [-4.844573, 5.933879, 1.733894], [-4.561742, -3.288430, 4.234730], [-4.675594, -5.074821, 4.928964], [-6.040987, -2.909538, 3.055280], [-4.439352, -1.992446, 5.647634], [-3.656669, -3.213753, 3.646629], [5.755410, -0.247507, 5.398972], [5.688163, 1.590487, 4.826372], [4.049246, -1.109152, 5.193452], [7.155666, -1.215061, 4.513705], [5.989511, -0.237865, 6.453336], [0.200065, 5.534059, -1.784116], [-0.949873, 3.991744, -1.881759], [0.260450, 6.481119, -3.452071], [-0.299506, 6.672850, -0.322148], [1.198669, 5.171191, -1.581270], [-4.200208, -5.705227, 0.941907], [-2.635551, -4.612534, 0.642172], [-5.024222, -6.215942, -0.718750], [-3.788793, -7.214413, 2.045467], [-4.914517, -5.092998, 1.478176]],
  "forces_ev_per_a": [[0.0894, 0.0014, -0.2140], [-0.1483, -0.1296, 0.1277], [0.7037, -0.3940, -0.3642], [-0.2562, 0.0593, 0.1389], [0.2503, -0.0572, -0.0710], [0.2939, -0.2192, 0.0562], [0.3054, -0.0344, 0.0261], [-0.2890, -0.1203, -0.3247], [-0.3208, -0.2364, -0.0809], [0.1776, -0.1230, -0.1235], [0.2061, -0.1070, -0.0531], [-0.0982, 0.0027, -0.2801], [-0.3520, -0.5168, 0.1310], [0.2650, 0.0855, -0.5153], [-0.2399, 0.0621, 0.4145], [0.3402, -0.0099, -0.2043], [0.0039, -0.0597, -0.0332], [-0.0092, -0.3940, -0.2145], [-0.0215, 0.2388, 0.1090], [-0.0643, -0.0875, 0.2196], [0.2070, 0.0084, -0.0135], [0.2611, 0.0473, -0.1496], [-0.1848, 0.1669, 0.1789], [0.2200, 0.6064, 0.2361], [-0.1432, -0.5220, 0.0753], [-0.0969, 0.1178, 0.2996], [0.0258, 0.0104, 0.0183], [-0.0159, -0.0040, 0.0504], [0.0503, 0.0148, 0.1347], [-0.1021, 0.0002, 0.0256], [0.0264, 0.0950, -0.0001], [0.0124, 0.0652, -0.0081], [-0.1984, 0.2498, 0.1466], [-0.3177, 0.0310, 0.1101], [-0.0188, 0.0390, 0.0069], [0.1199, 0.0068, -0.0791], [-0.1286, 0.2116, 0.1468], [-0.0885, -0.0366, -0.0547], [-0.1386, 0.0062, -0.1077], [-0.0873, -0.0076, -0.0411], [-0.1866, 0.1294, 0.0748], [-0.0088, 0.0911, -0.0846], [-0.0469, -0.0590, 0.1196], [0.1036, 0.0058, -0.0704], [0.0667, 0.2757, -0.0681], [0.0352, 0.1012, 0.1667], [-0.1057, 0.0426, 0.2831], [0.0852, 0.0887, 0.0571], [-0.1086, 0.0120, -0.0541], [-0.1216, -0.0047, 0.0149], [0.0694, 0.0872, 0.0219], [0.0247, -0.1150, -0.1112], [0.0205, 0.0065, -0.0295], [-0.1101, -0.0115, 0.0887], [-0.0108, -0.0421, 0.0202], [-0.1858, -0.0667, -0.1145], [-0.0071, -0.0461, 0.0006], [-0.0394, 0.0992, -0.0202], [0.1736, 0.0643, -0.1380], [0.0029, 0.0302, -0.0997], [-0.0004, -0.0213, -0.0131], [0.0607, 0.0054, -0.0076], [-0.0130, -0.0136, 0.0131], [-0.0052, 0.0073, 0.0009], [-0.0483, -0.0223, 0.0229], [-0.0245, -0.0137, 0.0072], [-0.1708, 0.0946, 0.0801], [0.1572, 0.1361, 0.1074], [0.0196, -0.1440, -0.0796], [0.0079, -0.0201, 0.0434], [0.0411, -0.0255, -0.0663], [-0.0262, 0.0239, 0.0184], [-0.1388, 0.2062, 0.2047], [0.0907, 0.0990, -0.1398], [0.0444, -0.0586, 0.0189], [0.0155, 0.0129, -0.0239], [0.0374, -0.0078, 0.0176], [-0.0158, 0.0875, 0.0409], [-0.0174, 0.0114, -0.0520], [0.0038, 0.0632, -0.0263], [-0.0077, 0.0327, -0.0313], [-0.0308, -0.0447, -0.0244], [0.0662, 0.0362, 0.0482], [0.0051, 0.0023, -0.0108], [-0.0067, 0.0042, -0.0449], [-0.0220, 0.0161, 0.0196], [0.0530, 0.0727, 0.0167], [-0.0492, -0.1153, 0.0290], [-0.0273, -0.0099, 0.0244], [0.0129, 0.0059, 0.0024], [-0.0070, -0.0574, 0.0139], [-0.0549, -0.0128, 0.1075], [0.1055, -0.0361, 0.1116], [0.0051, 0.0163, -0.0181], [0.0390, -0.1114, -0.1880], [0.0121, 0.0244, 0.0002]],
  "e_tot_ha": -55610.049396,
  "multiplicity": 1,
  "lumo_ev": -2.4,
  "total_charge": 1
}